(1)
Entry from OMol25: a cluster of 6 separate species, C34H72ClN5O12S2 in total (ωB97M-V with the def2-TZVPD basis set).

Structure (XYZ):
```
126
Properties=species:S:1:pos:R:3:forces:R:3:lowdin_charge:R:1
C -1.848456 4.025911 -0.726007 0.1 -0.4 -0.1 -0.122
O -2.212501 3.102055 -1.730058 -0.3 -0.1 -0.1 -0.185
C -1.511337 1.873411 -1.720517 0.2 0.0 -0.3 -0.237
C -2.442201 0.694611 -1.995401 0.0 0.1 0.2 -0.181
C -1.879324 -0.592961 -1.386673 -0.2 0.2 0.3 -0.204
C -2.107589 -0.631618 0.131010 0.4 0.1 0.2 -0.221
C -0.982800 -1.305860 0.912230 -0.1 -0.2 0.0 -0.223
C -1.296920 -1.406069 2.407887 0.2 0.0 -0.1 -0.214
C -0.409783 -2.391764 3.176551 0.3 0.1 0.2 -0.212
C 0.722155 -1.673823 3.916892 -0.2 -0.1 -0.3 -0.239
C 1.734727 -2.637097 4.521517 0.0 0.0 -0.2 -0.195
C 2.806745 -2.003633 5.430536 -0.2 -0.2 0.0 -0.194
C 2.512946 -0.578973 5.895203 0.4 0.2 0.2 -0.195
C 2.897725 0.487399 4.856792 -0.3 0.0 -0.6 -0.110
C 3.305435 1.810820 5.467020 -0.6 -0.1 0.6 -0.264
O 2.508201 2.945745 4.978494 0.3 0.0 -0.1 -0.170
S 3.149659 4.257077 5.623646 0.1 0.4 0.2 0.592
O 2.386477 4.621713 6.766639 0.3 0.0 0.0 -0.217
O 3.438245 5.215070 4.612335 -0.3 -0.2 0.0 -0.222
O 4.543006 3.608223 6.089409 -0.2 -0.3 0.0 -0.165
C 4.695644 2.364779 5.311496 0.0 0.4 -0.3 -0.269
C 5.851710 1.516308 5.787739 0.3 0.4 0.4 -0.100
C 6.842461 1.054752 4.704756 -0.1 -0.3 0.0 -0.159
C 6.285918 0.737246 3.299318 0.3 -0.2 -0.1 -0.219
C 6.935719 1.648059 2.250043 0.0 -0.1 0.3 -0.300
S 6.234012 1.288648 0.663254 -0.3 -0.3 0.1 0.319
O 6.334443 -0.117684 0.428322 0.1 0.1 -0.1 -0.329
O 4.985022 1.961046 0.525142 0.1 0.1 0.0 -0.312
Cl 7.581877 2.194793 -0.561847 0.1 0.2 -0.1 0.418
H -2.749775 4.552059 -0.405107 -0.1 0.0 0.0 0.078
H -1.411976 3.534533 0.150045 -0.2 0.1 -0.6 0.044
H -1.143737 4.771971 -1.110547 0.1 0.0 0.0 0.086
H -0.737349 1.896226 -2.503147 0.1 0.0 0.2 0.127
H -0.998467 1.734821 -0.760548 -0.1 0.0 0.0 0.110
H -2.601458 0.582337 -3.069064 -0.1 0.0 0.0 0.108
H -3.405375 0.927687 -1.527429 0.0 0.0 -0.2 0.111
H -2.368253 -1.447416 -1.850932 0.3 0.0 -0.1 0.079
H -0.801266 -0.638761 -1.582014 -0.1 -0.1 -0.1 0.117
H -3.041467 -1.151858 0.371221 -0.1 0.1 -0.1 0.111
H -2.195349 0.390629 0.522295 -0.2 -0.1 0.0 0.111
H -0.059796 -0.734133 0.764167 0.0 -0.1 0.0 0.116
H -0.812923 -2.311907 0.509156 0.0 0.1 0.0 0.115
H -2.351423 -1.669292 2.528930 0.0 0.0 0.0 0.107
H -1.139577 -0.413030 2.845001 -0.3 0.0 0.0 0.112
H -0.999610 -2.950253 3.910650 0.0 0.0 -0.1 0.110
H 0.042003 -3.122733 2.496048 -0.2 0.0 0.0 0.110
H 1.210192 -1.008797 3.192928 0.0 0.0 0.1 0.113
H 0.265742 -1.045053 4.690639 0.1 0.0 -0.1 0.109
H 2.239420 -3.140497 3.690971 -0.1 -0.1 0.1 0.113
H 1.188321 -3.413232 5.067013 0.0 0.1 0.0 0.111
H 2.930076 -2.639580 6.310775 0.0 0.0 0.0 0.106
H 3.771148 -2.025699 4.911746 0.0 0.1 0.1 0.104
H 3.099576 -0.389764 6.801048 0.0 0.0 0.0 0.108
H 1.462174 -0.473586 6.179822 0.2 0.1 0.1 0.114
H 3.692140 0.066492 4.235423 0.0 0.2 0.0 0.105
H 2.064681 0.681873 4.174626 0.1 0.0 0.1 0.123
H 3.078539 1.791065 6.540453 0.2 -0.2 0.0 0.160
H 4.821436 2.730088 4.284834 0.1 -0.4 -0.1 0.158
H 5.493198 0.671371 6.382137 -0.1 0.0 -0.2 0.125
H 6.422958 2.134345 6.486600 -0.1 -0.1 0.1 0.130
H 7.651040 1.785829 4.624305 -0.1 0.1 -0.1 0.115
H 7.316432 0.146948 5.084947 0.1 0.1 0.0 0.115
H 6.549784 -0.288450 3.036890 -0.1 0.0 0.0 0.114
H 5.199450 0.795592 3.224097 0.1 0.2 0.1 0.091
H 6.772811 2.706287 2.459719 0.0 0.0 -0.1 0.114
H 8.003591 1.437015 2.177361 0.0 0.1 0.0 0.103
C -5.165646 -1.251583 -3.895220 0.1 -0.1 0.0 -0.011
C -4.065419 -2.136515 -4.425891 0.0 0.0 0.0 -0.534
O -2.998276 -2.276607 -3.843691 -0.1 -0.1 -0.1 0.020
N -4.301455 -2.792440 -5.591419 0.0 -0.1 0.0 0.009
C -5.485446 -2.770628 -6.433323 0.2 -0.1 -0.1 -0.070
H -4.826414 -0.790021 -2.973770 0.0 0.0 0.0 0.063
H -5.409706 -0.457952 -4.599445 0.0 0.0 0.0 0.079
H -6.063020 -1.841456 -3.697887 0.0 0.0 0.0 0.089
H -3.519919 -3.354552 -5.891153 0.0 0.1 -0.1 0.128
H -5.903064 -3.774508 -6.508288 -0.1 0.1 0.0 0.049
H -5.218230 -2.412389 -7.429700 -0.1 0.0 0.0 0.083
H -6.235175 -2.104925 -6.017572 0.0 0.0 0.0 0.074
C -8.142653 2.578454 -3.778855 0.1 0.0 0.0 -0.011
C -7.143355 1.788627 -2.963465 0.0 0.0 0.0 -0.544
O -5.979463 1.672512 -3.302289 -0.1 0.0 0.0 0.035
N -7.594545 1.202630 -1.819213 0.0 0.0 0.0 0.009
C -8.930510 1.230407 -1.261616 0.2 -0.1 0.0 -0.082
H -7.625466 2.975423 -4.646873 0.0 0.0 0.0 0.082
H -8.965300 1.944598 -4.112505 0.0 0.0 0.0 0.082
H -8.552141 3.406943 -3.199870 0.0 0.0 0.0 0.083
H -6.879649 0.697089 -1.319194 0.0 0.0 0.0 0.138
H -8.926358 1.684076 -0.268879 0.0 0.0 0.0 0.082
H -9.334947 0.220347 -1.174009 0.0 0.0 0.0 0.082
H -9.591049 1.808980 -1.899050 0.0 0.0 0.0 0.069
C -5.661792 -8.245695 -6.598911 0.0 0.0 0.0 -0.010
C -5.343611 -6.845120 -6.127817 0.0 0.0 0.1 -0.539
O -6.146435 -5.931308 -6.236954 0.0 -0.1 0.0 0.023
N -4.127652 -6.634347 -5.562229 0.0 0.0 0.0 0.014
C -3.054854 -7.585925 -5.352499 0.0 0.1 0.0 -0.073
H -6.663964 -8.239893 -7.015944 0.0 0.0 0.0 0.082
H -4.958734 -8.569592 -7.367079 0.0 0.0 0.0 0.084
H -5.625019 -8.953540 -5.770236 0.0 0.0 0.0 0.084
H -3.989017 -5.686697 -5.242067 0.0 0.0 0.0 0.127
H -2.827843 -7.680075 -4.289674 0.0 0.0 0.0 0.085
H -2.149185 -7.264608 -5.868773 0.0 0.0 0.0 0.084
H -3.338739 -8.561860 -5.732118 0.0 0.0 0.0 0.070
C 7.247681 -0.260500 -3.052088 -0.1 -0.1 -0.1 -0.037
C 6.604980 -1.121416 -4.117288 -0.1 0.0 0.0 -0.546
O 5.410763 -1.079905 -4.352841 0.1 0.0 0.0 0.042
N 7.423138 -1.959120 -4.817816 0.0 0.0 0.0 0.001
C 8.852034 -2.142097 -4.677087 -0.1 -0.1 -0.1 -0.086
H 6.472953 0.338929 -2.587644 -0.1 0.0 0.0 0.054
H 7.720666 -0.877088 -2.286613 0.0 0.0 0.0 0.083
H 7.997689 0.399705 -3.490775 0.0 0.0 0.0 0.083
H 6.937756 -2.505247 -5.511738 0.0 0.0 0.0 0.137
H 9.368282 -1.902379 -5.608773 0.0 0.0 0.0 0.081
H 9.087445 -3.174948 -4.412817 0.0 0.0 0.0 0.081
H 9.237238 -1.494098 -3.896700 0.0 0.0 0.0 0.068
C 0.346429 5.282702 3.594209 -0.1 -0.1 -0.1 -0.007
C -0.753457 5.186582 2.562077 0.0 0.1 0.2 -0.515
O -0.938619 4.178274 1.900725 0.2 0.2 0.7 0.020
N -1.546274 6.281207 2.392604 0.0 -0.1 0.0 0.014
C -1.474909 7.552722 3.081505 -0.1 -0.1 -0.1 -0.078
H 0.879998 4.338248 3.597072 0.0 0.0 0.0 0.064
H 1.045833 6.081918 3.349583 0.0 0.0 0.1 0.088
H -0.066427 5.463056 4.588033 0.0 0.1 0.0 0.094
H -2.259536 6.156755 1.691585 0.0 0.0 0.0 0.135
H -2.405787 7.758099 3.613578 0.0 0.0 0.0 0.082
H -1.298037 8.366512 2.375723 0.0 0.0 0.0 0.083
H -0.663920 7.542928 3.802176 0.0 0.0 0.0 0.071
```
Positions in Å, forces in eV/Å.

Calculated values
E_HOMO: -8.3 eV
calculated total energy: -102639.3438 eV


(2)
Entry from OMol25: a structure of composition C25H45NP2SeSm at a distorted geometry (ωB97M-V with the def2-TZVPD basis set).

Structure (XYZ):
```
75
Properties=species:S:1:pos:R:3:forces:R:3:lowdin_spin:R:1
Sm 0.040343 0.025358 0.646013 3.2 0.0 -1.1 5.072
C -1.682293 1.606944 0.943047 -2.7 -2.9 1.2 0.002
C -2.077550 0.649812 -0.137734 -0.4 -1.2 3.4 -0.008
C -1.984215 -0.610077 1.907407 -1.0 2.7 -1.4 -0.008
C -1.698479 0.841774 2.213162 -2.3 0.5 -2.6 -0.012
C -2.221381 -0.742722 0.480871 -1.7 3.5 1.6 -0.009
C -1.725519 3.094159 0.812179 -0.1 0.7 -0.1 0.001
H -1.394696 3.462487 -0.175986 -0.1 -0.3 0.3 0.000
H -1.118533 3.628965 1.561396 -0.2 -0.3 -0.2 0.000
H -2.767948 3.452087 0.945144 0.5 -0.2 -0.1 0.000
C -1.751229 1.505233 3.522316 1.5 -1.1 1.7 0.000
H -1.437177 2.530533 3.582296 -0.4 0.6 -0.4 0.000
H -0.916499 0.987415 4.264465 -3.6 2.7 -1.6 0.000
H -2.644109 1.281908 4.064465 -0.9 0.3 0.2 0.000
C -2.144710 -1.666138 2.938963 -0.5 -0.6 0.6 0.000
H -3.217269 -1.754352 3.182146 0.2 -0.1 -0.1 0.000
H -1.637324 -1.461695 3.894592 -0.3 0.1 -0.6 0.000
H -1.804164 -2.668842 2.627210 -0.2 0.4 -0.1 0.000
C -3.071161 -1.858153 -0.001681 -0.7 -1.0 -0.7 -0.001
H -4.122891 -1.610819 0.237827 0.4 0.0 -0.1 -0.001
H -2.872607 -2.807689 0.523760 0.0 0.4 -0.1 0.000
H -3.067173 -2.099846 -1.079697 0.3 0.3 0.3 0.000
C -2.867536 1.151950 -1.240718 -1.2 0.8 -1.6 -0.001
H -3.807730 1.564685 -0.826903 0.2 -0.1 -0.2 -0.001
H -3.187011 0.397705 -1.967781 0.3 0.1 0.1 0.000
H -2.406122 1.997767 -1.783560 -0.1 -0.4 0.1 0.000
C 1.556603 0.401583 -2.593122 -0.6 1.1 0.2 0.000
C 0.534404 1.275517 -2.745613 1.0 -0.2 0.7 0.000
C -0.044864 1.618939 -4.077415 0.0 1.0 -0.3 0.000
C -0.917779 0.468132 -4.633219 -0.3 0.0 -0.6 0.000
C -0.963201 -0.746101 -3.745789 -0.4 -1.4 -0.7 0.000
C 0.074443 -1.598264 -3.660966 -1.1 -0.6 -0.6 0.000
C 1.367315 -1.377031 -4.379021 0.2 -0.4 -0.6 0.000
C 2.234326 -0.265574 -3.745055 1.0 0.0 -0.1 0.000
H 0.758737 1.855302 -4.792670 -0.2 -0.2 0.2 0.000
H -0.499159 0.175426 -5.610588 0.0 -0.1 0.3 0.000
H -0.634830 2.556105 -4.000079 0.3 -0.6 0.0 0.000
H 2.507964 0.473554 -4.511988 -0.2 -0.1 0.2 0.000
H 1.958217 0.046133 -1.634377 -0.3 0.5 0.2 0.000
H 0.000477 1.781580 -1.926794 0.5 -0.5 0.2 0.000
H 3.199904 -0.689606 -3.404278 -0.5 0.2 -0.1 0.000
H 1.921411 -2.327077 -4.473266 -0.1 0.4 0.3 0.000
H -0.069986 -2.609817 -3.251042 -0.1 0.6 0.2 0.000
H 1.164098 -1.101354 -5.425829 -0.1 0.0 0.3 0.000
H -1.928442 0.817134 -4.905696 0.3 -0.1 0.5 0.000
H -1.951611 -1.074997 -3.375357 0.7 0.3 0.1 0.000
P 1.758165 1.801598 1.445918 0.2 1.5 1.0 -0.008
C 1.394325 2.591577 3.018339 0.2 0.6 1.1 0.000
H 2.268039 3.209344 3.243125 0.0 0.2 0.1 0.000
H 1.248217 1.924871 3.877788 0.1 0.1 -0.5 0.000
H 0.526864 3.265377 2.967169 0.3 -0.3 -0.2 0.000
C 3.436759 1.237023 1.681658 1.3 -0.2 0.1 -0.002
H 3.990041 2.091865 2.099717 0.1 -0.3 -0.1 -0.001
H 3.929217 0.949098 0.738817 -0.3 0.1 0.2 0.000
H 3.534060 0.393303 2.382674 -0.3 0.3 -0.2 0.000
C 1.961241 3.268553 0.459315 0.7 1.3 -0.7 0.000
H 2.453926 3.077152 -0.502978 -0.2 -0.1 0.2 0.000
H 2.617200 3.937374 1.037041 -0.1 0.1 -0.3 0.000
H 1.022824 3.813380 0.260542 0.3 -0.4 0.2 0.000
P 0.999524 -2.355342 0.590878 0.2 -2.6 1.5 -0.008
C -0.195867 -3.647640 0.203072 -0.5 -1.3 -1.1 -0.002
H 0.406304 -4.481861 -0.179391 -0.3 -0.2 0.0 0.000
H -0.991475 -3.434303 -0.514087 0.4 0.2 -0.2 0.000
H -0.717378 -4.007434 1.112938 0.6 0.4 -0.3 0.000
C 2.625198 -2.619425 -0.087397 1.3 -0.9 -1.3 -0.001
H 2.605185 -2.805495 -1.165204 0.1 0.2 0.0 0.000
H 3.035557 -3.533012 0.368758 0.0 0.2 -0.2 0.000
H 3.351174 -1.808580 0.118989 -0.6 -0.2 0.0 0.000
C 1.384986 -3.165605 2.148796 0.4 -0.4 1.4 0.000
H 1.603150 -4.217980 1.892747 -0.1 0.3 0.1 0.000
H 0.564082 -3.170953 2.870317 0.1 0.3 -0.1 0.000
H 2.279975 -2.762363 2.622035 -0.1 0.1 0.1 0.000
Se 0.048037 -0.052872 5.928167 0.5 -0.5 1.5 0.000
C 0.034536 -0.016402 4.204977 2.8 -1.9 -7.7 0.005
N 0.143065 -0.059253 2.934218 2.9 -1.6 6.6 -0.017
```
Positions in Å, forces in eV/Å.

Calculated values
E_HOMO (spin up / spin down): -9.7 / -9.7 eV
spin multiplicity: 6
<S²>: 8.77
relative energy (zero: lowest compared OMol25 entry of this formula, charge and spin): 180.34 kcal/mol
calculated total energy: -129960.6881 eV
net charge: +1


(3)
Entry from OMol25: a cluster of 2 separate species, C5H15NO2 in total at a distorted geometry (ωB97M-V with the def2-TZVPD basis set).

Structure (XYZ):
```
23
Properties=species:S:1:pos:R:3:forces:R:3:lowdin_spin:R:1
C 0.920580 -1.266163 -1.936741 4.3 -0.6 -0.6 0.056
N 0.865831 -0.785130 -0.517108 1.5 -1.0 -3.0 0.018
C -0.447070 -0.815827 0.040811 0.4 0.9 -0.6 0.028
C -0.431136 0.198763 1.209616 -1.1 1.0 0.2 0.085
C -1.632605 1.284611 1.229373 6.2 -0.6 3.8 0.068
O -0.718894 -0.440675 2.424001 -2.4 2.2 0.2 0.063
C 0.390337 -2.650741 -2.266849 0.0 -2.8 -0.4 0.009
H 0.577136 -0.588898 -2.747325 0.1 0.2 0.8 0.015
H 2.159941 -1.459242 -2.144258 -3.2 1.1 0.5 0.013
H 1.373285 0.102580 -0.525743 -0.6 -0.1 0.4 0.068
H -0.597387 -1.871405 0.263567 -0.5 0.1 1.0 0.002
H -1.166071 -0.627800 -0.771085 -0.5 0.6 0.4 0.004
H 0.582050 0.793548 1.236348 -1.7 -1.2 -0.1 0.068
H -1.578267 1.539249 2.335469 -1.1 -0.4 -1.3 0.017
H -2.446810 0.936288 0.796621 -4.0 -1.5 -1.5 0.002
H -1.235162 2.147575 0.833347 0.5 2.1 -1.6 0.028
H -0.214098 -1.116494 2.747044 2.7 -2.6 0.5 0.012
H 0.332426 -3.239972 -1.350102 -0.4 0.1 0.3 0.001
H -0.634596 -2.751526 -2.777662 1.6 0.4 0.7 0.001
H 1.170989 -3.371708 -2.811950 -1.6 2.0 0.5 0.003
H 0.910587 4.755484 2.329767 0.4 -0.2 1.5 0.080
H 1.219808 4.355118 0.953160 0.7 -0.8 -0.9 0.111
O 0.599127 4.872365 1.449700 -1.1 0.9 -0.7 0.247
```
Positions in Å, forces in eV/Å.

Calculated values
E_HOMO (spin up / spin down): 1.0 / -5.6 eV
spin multiplicity: 2
<S²>: 0.75
relative energy (zero: lowest compared OMol25 entry of this formula, charge and spin): 70.17 kcal/mol
calculated total energy: -11009.4403 eV
net charge: -1


(4)
Entry from OMol25: a cluster of 7 separate species, C5H25N2O7 in total at a distorted geometry (ωB97M-V with the def2-TZVPD basis set).

Structure (XYZ):
```
39
Properties=species:S:1:pos:R:3:forces:R:3:lowdin_charge:R:1
N -0.459916 0.814176 1.359131 3.8 -2.3 2.1 0.160
C 0.898103 1.412309 0.842342 1.0 2.0 1.8 -0.135
C 1.447418 0.742914 -0.385962 -0.7 -3.0 -0.5 -0.139
N 1.271502 -0.805858 -0.129990 2.1 3.2 -0.3 -0.190
C 2.627175 -1.206065 0.308240 -1.7 -5.8 -2.7 -0.083
C 0.768953 -1.605191 -1.246946 -2.5 0.3 -0.8 -0.208
C 0.677767 -3.053198 -0.835559 -0.4 -1.8 0.5 -0.229
O -0.349756 -3.296599 -0.209637 2.2 -1.3 -0.6 0.006
H -0.293205 -0.371370 1.531836 -0.9 3.8 -1.1 0.210
H -1.119736 0.991341 0.631642 -1.3 -0.5 -0.5 0.040
H -0.743375 1.115684 2.342187 0.5 0.0 -2.0 0.164
H 0.975168 2.525068 0.745998 -1.7 -0.6 -0.7 0.135
H 1.613473 1.520584 1.691226 -0.4 -1.7 -0.2 0.106
H 1.005492 0.949319 -1.337055 -1.3 0.5 -0.2 0.085
H 2.484755 0.961497 -0.690402 -0.2 0.1 1.1 0.128
H 2.481286 -2.015621 1.014364 0.0 -0.4 0.4 0.079
H 3.340085 -0.650269 0.771473 1.4 2.9 0.9 0.053
H 3.097690 -1.801709 -0.565686 -0.1 1.3 1.1 0.120
H 1.166766 -1.653311 -2.294911 0.6 1.0 0.8 0.131
H -0.397114 -1.352314 -1.331892 2.5 -0.2 -0.1 0.152
H 1.590987 -3.945166 -1.214329 -2.8 2.5 1.2 0.207
H -1.995101 -2.183288 2.563052 -2.6 -2.4 2.4 0.010
H -1.090500 -2.280668 1.314844 0.5 -2.3 -2.1 -0.025
O -1.420893 -1.782402 2.009248 2.3 4.6 -0.5 0.032
H 1.786222 1.044594 4.602607 -0.7 1.4 -0.5 0.071
H 0.375676 1.805478 4.440146 3.1 0.2 -0.3 0.089
O 1.387997 1.877546 4.212954 -2.4 -1.7 0.9 -0.119
H 1.146619 2.361344 -3.400310 -4.8 0.4 -2.8 -0.018
H 2.569689 2.917152 -3.388244 6.5 6.2 -4.4 -0.064
O 1.962814 2.427948 -3.090760 -1.7 -6.5 7.2 0.112
H -1.192440 4.098172 -1.535204 -2.2 -2.2 2.6 0.149
H -2.078965 4.104082 -0.252830 -1.5 3.2 2.9 -0.036
O -1.774132 3.511452 -0.849504 3.8 -0.9 -5.3 -0.063
H -2.731278 -1.578576 -2.679737 0.6 -0.9 -2.1 0.006
H -3.452543 -2.392113 -1.438284 1.3 2.2 -1.8 0.119
O -3.094179 -1.513571 -1.834681 -2.0 -1.4 3.9 -0.059
H -3.315846 0.285136 -0.618633 -1.3 -0.8 -0.2 0.014
H -2.734957 1.602207 0.103858 -0.6 -1.3 -1.5 0.067
O -2.547657 0.793115 -0.450420 1.6 2.3 1.4 -0.073
```
Positions in Å, forces in eV/Å.

Calculated values
E_HOMO: -12.3 eV
relative energy (zero: lowest compared OMol25 entry of this formula, charge and spin): 173.46 kcal/mol
calculated total energy: -22891.8583 eV
net charge: +1


Q: Which molar mass values were calculated for the entries above? A: 842.56 650.91 121.18 225.26, in g mol⁻¹.